No. 1
ORCA calculation (the ωB97M-V functional and the def2-TZVPD basis) on a 7-piece molecular cluster, C37H61N11O10S2 overall in a non-equilibrium geometry.

Properties
Net charge ... 0
HOMO energy ... -7.99 eV
E ... -97886.2114 eV

Last column: Löwdin charge in e.
Positions of all 121 atoms, in Å:
N: 0.819 -4.220 2.946  0.00
C: 0.524 -5.342 2.013  -0.21
C: -0.382 -4.939 0.812  -0.06
C: -0.157 -5.451 -0.436  -0.08
C: 1.021 -6.429 -0.787  -0.12
C: 2.175 -5.523 -1.410  -0.22
C: 2.680 -4.471 -0.365  -0.47
S: 3.970 -3.330 -1.063  0.82
C: 3.851 -1.937 0.136  -0.99
S: 4.841 -1.958 1.440  0.77
N: 2.907 -0.864 -0.011  -0.18
C: 1.605 -0.922 0.475  -0.07
C: 0.930 0.383 0.141  -0.09
N: 1.917 1.130 -0.537  0.04
C: 3.044 0.382 -0.624  -0.15
C: -1.078 -5.095 -1.649  -0.27
O: -0.662 -5.267 -2.771  0.10
C: -2.484 -4.552 -1.358  -0.06
C: -3.535 -4.597 -2.357  0.00
C: -4.823 -4.038 -2.023  -0.01
C: -5.153 -3.440 -0.718  -0.10
C: -6.619 -2.932 -0.556  -0.14
O: -6.848 -2.061 0.556  -0.11
N: -6.407 -0.786 0.305  -0.01
O: -6.027 -0.312 1.318  0.03
C: -4.106 -3.414 0.290  -0.16
N: -4.361 -2.866 1.608  0.08
C: -2.780 -3.971 -0.039  0.01
C: -1.590 -3.961 0.965  -0.24
O: -1.588 -3.148 1.868  0.07
H: 1.516 -4.559 3.620  0.08
H: -0.024 -4.101 3.516  0.07
H: -0.001 -6.160 2.590  0.13
H: 1.507 -5.774 1.707  0.09
H: 1.377 -7.024 0.085  0.11
H: 0.656 -7.176 -1.544  0.13
H: 3.025 -6.192 -1.730  0.12
H: 1.799 -5.060 -2.360  0.11
H: 1.860 -3.792 -0.005  0.06
H: 3.096 -4.974 0.552  0.09
H: 1.108 -1.741 1.038  0.10
H: -0.104 0.703 0.383  0.10
H: 4.022 0.648 -1.080  0.14
H: -3.348 -5.018 -3.369  0.12
H: -5.613 -4.082 -2.815  0.12
H: -7.293 -3.824 -0.524  0.14
H: -6.868 -2.345 -1.488  0.13
H: -3.946 -3.508 2.289  0.09
H: -3.758 -2.034 1.668  0.09
C: -5.542 4.156 1.287  -0.35
O: -4.618 3.619 0.706  0.01
N: -6.213 3.635 2.340  -0.18
C: -7.305 4.341 2.979  -0.05
C: -5.827 2.328 2.847  -0.03
H: -5.917 5.150 0.987  0.10
H: -7.058 4.509 4.030  0.09
H: -8.212 3.735 2.912  0.09
H: -7.482 5.302 2.497  0.08
H: -4.782 2.359 3.162  0.10
H: -5.928 1.585 2.052  0.05
H: -6.456 2.048 3.690  0.09
C: 1.690 -0.523 5.368  -0.36
O: 1.234 -1.046 6.368  0.00
N: 1.177 0.571 4.757  -0.20
C: 1.776 1.140 3.565  -0.05
C: -0.010 1.192 5.314  -0.05
H: 2.589 -0.916 4.865  0.13
H: 2.069 2.170 3.778  0.09
H: 1.044 1.118 2.756  0.07
H: 2.657 0.577 3.257  0.08
H: 0.195 1.507 6.340  0.09
H: -0.824 0.465 5.330  0.09
H: -0.302 2.055 4.718  0.09
C: 2.576 5.172 -3.336  -0.36
O: 3.489 4.485 -3.765  -0.01
N: 1.409 4.705 -2.848  -0.19
C: 0.369 5.587 -2.356  -0.08
C: 1.183 3.268 -2.813  -0.06
H: 2.641 6.274 -3.316  0.13
H: 0.171 5.357 -1.307  0.09
H: -0.540 5.429 -2.939  0.08
H: 0.669 6.631 -2.441  0.08
H: 1.950 2.798 -2.204  0.05
H: 1.248 2.870 -3.825  0.08
H: 0.201 3.050 -2.396  0.09
C: 2.847 0.580 -4.725  -0.32
O: 2.380 0.806 -3.627  0.00
N: 2.396 -0.369 -5.582  -0.20
C: 3.001 -0.584 -6.880  -0.06
C: 1.270 -1.195 -5.184  -0.04
H: 3.703 1.151 -5.121  0.14
H: 2.250 -0.426 -7.658  0.09
H: 3.373 -1.610 -6.938  0.09
H: 3.830 0.105 -7.040  0.08
H: 0.407 -0.556 -4.984  0.09
H: 1.524 -1.733 -4.268  0.09
H: 1.024 -1.907 -5.970  0.08
C: -3.196 7.459 -1.069  -0.34
O: -2.282 6.780 -1.495  0.01
N: -4.363 6.976 -0.582  -0.18
C: -5.410 7.847 -0.090  -0.06
C: -4.570 5.537 -0.553  -0.08
H: -3.140 8.560 -1.046  0.13
H: -5.607 7.614 0.959  0.08
H: -6.318 7.683 -0.675  0.09
H: -5.116 8.893 -0.174  0.08
H: -3.793 5.072 0.056  0.10
H: -4.498 5.141 -1.568  0.12
H: -5.548 5.302 -0.137  0.03
C: 10.062 -2.430 2.074  -0.35
O: 9.616 -3.350 2.730  0.01
N: 9.404 -1.278 1.796  -0.20
C: 10.001 -0.222 1.003  -0.06
C: 8.059 -1.099 2.310  -0.07
H: 11.075 -2.465 1.637  0.13
H: 10.050 0.691 1.600  0.09
H: 9.386 -0.045 0.118  0.09
H: 11.008 -0.496 0.688  0.08
H: 8.080 -1.163 3.400  0.10
H: 7.420 -1.897 1.925  0.02
H: 7.660 -0.131 2.007  0.09

No. 2
ORCA calculation (the ωB97M-V functional and the def2-TZVPD basis) on C37H62F3MnO22 as an isolated structure in a non-equilibrium geometry.

Properties
⟨S²⟩ ... 8.753
Spin multiplicity ... 6
Net charge ... +1
HOMO energy (alpha / beta) ... -11.43 / -11.36 eV
E ... -123883.0802 eV

Last column: Mulliken spin population.
Positions of all 125 atoms, in Å:
Mn: 3.401 0.021 -2.301  4.87
C: -0.158 0.518 -1.963  0.03
O: -0.149 0.991 -0.646  0.00
O: 1.162 0.069 -2.211  0.07
C: -1.281 -0.541 -2.094  0.00
F: -2.462 0.101 -2.445  0.00
F: -1.136 -1.619 -2.957  0.00
F: -1.527 -1.151 -0.944  0.00
C: -1.265 1.863 -0.226  0.00
C: -0.807 2.273 1.148  0.00
H: -1.673 2.563 1.743  0.00
H: -0.508 1.375 1.689  0.00
H: -0.142 3.119 1.323  0.00
H: -2.201 1.369 0.036  0.00
H: -1.307 2.773 -0.824  0.00
H: -0.399 1.384 -2.580  0.00
C: -4.987 -2.808 -1.309  0.00
O: -5.269 -2.797 0.134  0.00
C: -4.499 -3.620 0.884  0.00
O: -3.672 -4.452 0.500  0.00
O: -4.874 -3.496 2.131  0.00
C: -4.284 -4.278 3.124  0.00
H: -5.280 -3.737 -1.797  0.00
H: -3.927 -2.611 -1.468  0.00
H: -5.576 -2.125 -1.920  0.00
H: -4.303 -3.789 4.098  0.00
H: -3.269 -4.597 2.886  0.00
H: -4.893 -5.168 3.281  0.00
C: -3.818 -0.992 5.857  0.00
O: -2.601 -1.586 5.381  0.00
C: -2.049 -1.250 4.226  0.00
O: -0.935 -1.658 3.799  0.00
O: -2.923 -0.683 3.354  0.00
C: -2.920 -0.747 1.926  0.00
H: -3.691 -0.506 6.825  0.00
H: -4.555 -1.781 6.011  0.00
H: -4.251 -0.359 5.082  0.00
H: -3.230 -1.689 1.473  0.00
H: -1.921 -0.469 1.591  0.00
H: -3.477 0.099 1.523  0.00
C: 4.788 -3.463 -0.455  0.00
O: 3.866 -3.156 0.536  0.00
C: 3.051 -2.062 0.373  0.00
O: 2.996 -1.305 -0.582  -0.01
O: 2.361 -1.840 1.523  0.00
C: 1.258 -1.012 1.566  0.00
H: 4.314 -3.453 -1.437  0.00
H: 5.240 -4.425 -0.211  0.00
H: 5.572 -2.719 -0.591  0.00
H: 0.534 -1.558 2.170  0.00
H: 0.871 -0.903 0.553  0.01
H: 1.631 -0.052 1.923  0.00
C: 2.362 2.711 6.214  0.00
C: 1.628 1.510 5.539  0.00
C: 0.676 2.156 4.536  0.00
O: 0.352 3.393 5.123  0.00
C: 1.494 3.915 5.919  0.00
H: 3.342 2.879 5.768  0.00
H: 2.383 2.420 7.264  0.00
H: 0.996 1.030 6.286  0.00
H: 2.313 0.910 4.941  0.00
H: -0.340 1.764 4.569  0.00
H: 1.113 2.170 3.537  0.00
H: 1.257 4.544 6.778  0.00
H: 2.108 4.662 5.416  0.00
O: 3.383 1.479 -0.727  0.03
C: 3.557 2.154 0.244  -0.01
O: 3.010 3.300 0.359  0.00
C: 3.220 3.891 1.661  0.00
C: 4.332 3.081 2.301  0.00
C: 4.489 1.900 1.434  0.00
H: 2.334 3.741 2.277  0.00
H: 3.504 4.922 1.450  0.00
H: 4.249 2.787 3.347  0.00
H: 5.238 3.625 2.033  0.00
H: 4.057 1.031 1.930  0.00
H: 5.448 1.646 0.983  0.00
O: 2.753 1.890 -7.037  0.00
C: 1.606 2.018 -6.537  0.00
O: 0.527 1.369 -7.098  0.00
C: -0.572 1.591 -6.252  0.00
C: -0.305 2.853 -5.530  0.00
C: 1.182 3.112 -5.530  0.00
H: -0.649 0.699 -5.631  0.00
H: -1.447 1.717 -6.889  0.00
H: -0.666 2.621 -4.528  0.00
H: -0.813 3.739 -5.911  0.00
H: 1.681 2.951 -4.575  0.00
H: 1.525 4.082 -5.890  0.00
O: 1.436 -6.569 -2.588  0.00
C: 0.512 -5.945 -2.132  0.00
O: 0.533 -5.093 -0.995  0.00
C: -0.793 -4.621 -0.790  0.00
C: -1.632 -4.868 -2.033  0.00
C: -0.922 -6.047 -2.712  0.00
H: -0.769 -3.553 -0.577  0.00
H: -1.297 -5.167 0.007  0.00
H: -1.540 -4.038 -2.734  0.00
H: -2.704 -4.889 -1.839  0.00
H: -0.881 -6.103 -3.799  0.00
H: -1.288 -6.949 -2.220  0.00
O: -0.601 8.002 -0.137  0.00
C: -1.376 7.314 0.508  0.00
O: -2.591 7.168 0.112  0.00
C: -3.255 6.147 0.841  0.00
C: -2.526 5.954 2.127  0.00
C: -1.140 6.450 1.672  0.00
H: -3.207 5.134 0.443  0.00
H: -4.282 6.481 0.987  0.00
H: -2.533 4.880 2.312  0.00
H: -3.015 6.585 2.869  0.00
H: -0.467 5.650 1.365  0.00
H: -0.671 7.186 2.325  0.00
O: 3.309 -1.386 -3.886  0.01
C: 2.903 -2.468 -4.263  -0.02
O: 3.538 -3.615 -4.108  0.00
C: 3.013 -4.724 -4.891  0.00
C: 2.033 -4.124 -5.813  0.00
C: 1.654 -2.843 -5.093  0.00
H: 2.541 -5.423 -4.201  0.00
H: 3.828 -5.300 -5.330  0.00
H: 1.157 -4.721 -6.068  0.00
H: 2.593 -3.800 -6.691  0.00
H: 0.841 -3.025 -4.391  0.00
H: 1.450 -2.004 -5.758  0.00